Molecular formula: C47H34As2N8O7S4W
Method: DFT, ωB97M-V/def2-TZVPD

Energy relative to the best compared isomer or geometry (same formula, charge and spin) (kJ/mol): 0.00
Molecular weight (g/mol): 1284.79
E_tot (eV): -242385.5935
LUMO (eV): -0.73

```
! RIJCOSX wB97M-V def2-TZVPD def2/J DEFGRID3
* xyz 0 1
W -0.2139 -0.2290 -0.4176
S 2.0025 0.4864 -0.3694
C 3.0446 -0.9188 -0.6239
C 4.3906 -0.7513 -0.9000
C 5.2087 -1.8621 -1.0758
C 6.6029 -1.6689 -1.3508
N 7.7199 -1.4898 -1.5526
C 4.6610 -3.1480 -0.9661
C 3.3098 -3.3070 -0.6834
C 2.4984 -2.1927 -0.5118
S 0.8159 -2.3294 -0.0549
C 5.4878 -4.3102 -1.1296
N 6.1454 -5.2425 -1.2646
H 4.8165 0.2416 -0.9716
H 2.8979 -4.3034 -0.5903
N -3.8987 0.6740 0.7071
C -3.7359 1.0493 -0.5958
N -2.5884 1.0449 -1.2191
C -2.7256 1.5378 -2.5005
C -3.9749 1.9202 -2.8485
S -5.0561 1.6522 -1.5368
C -1.5438 1.6004 -3.3577
C -1.5660 1.7080 -4.7041
S 0.0424 1.7162 -5.3198
C 0.6337 1.5691 -3.6960
N -0.2905 1.5319 -2.7775
N 1.9744 1.5456 -3.4466
H -3.2516 -0.0874 0.9326
H -4.8487 0.4640 0.9678
H -4.3048 2.3601 -3.7744
H -2.4210 1.7441 -5.3575
H 2.5552 1.2235 -4.2036
H 2.2038 1.1333 -2.5484
O -3.8147 -2.4372 0.2851
C -2.7291 -2.1222 -0.1642
O -2.0126 -1.1694 0.3690
C -2.1456 -2.8687 -1.3347
C -2.4752 -4.1981 -1.4918
C -1.8515 -4.9387 -2.4850
C -0.8895 -4.3925 -3.3065
C -0.5655 -3.0585 -3.1414
C -1.2099 -2.2547 -2.1900
O -1.0064 -0.9587 -2.0840
N 0.5531 -2.5358 -3.9307
O 1.1395 -1.5545 -3.5206
O 0.8558 -3.1381 -4.9375
N -2.1940 -6.3556 -2.6453
O -1.7298 -6.9411 -3.6026
O -3.0243 -6.8187 -1.8893
H -3.2044 -4.6517 -0.8363
H -0.3859 -4.9895 -4.0509
C -0.0641 1.3657 3.1845
C -1.0668 2.2225 2.4245
As -0.4966 2.2999 0.5563
C -1.6966 3.6215 -0.2087
C -1.3220 4.3248 -1.3473
C -2.1557 5.3050 -1.8643
C -3.3607 5.5968 -1.2420
C -3.7310 4.9027 -0.1003
C -2.9014 3.9184 0.4193
C 1.0783 3.4450 0.6699
C 1.4312 4.1000 1.8439
C 2.5092 4.9760 1.8669
C 3.2329 5.2187 0.7098
C 2.8720 4.5866 -0.4722
C 1.8039 3.7039 -0.4905
As 0.0872 -0.3733 2.3049
C -1.2789 -1.4542 3.1387
C -2.2053 -0.8822 4.0013
C -3.2466 -1.6467 4.5146
C -3.3632 -2.9828 4.1700
C -2.4375 -3.5574 3.3092
C -1.4031 -2.7980 2.7912
C 1.7767 -1.0385 2.9608
C 1.8792 -2.2951 3.5477
C 3.1176 -2.7748 3.9508
C 4.2566 -2.0030 3.7735
C 4.1544 -0.7416 3.2043
C 2.9188 -0.2575 2.8013
H -0.3190 1.2271 4.2351
H 0.9386 1.7954 3.1513
H -1.1773 3.2251 2.8386
H -2.0573 1.7591 2.4073
H -0.3870 4.1106 -1.8457
H -1.8575 5.8419 -2.7557
H -4.0079 6.3662 -1.6430
H -4.6702 5.1243 0.3906
H -3.2139 3.3724 1.3000
H 0.8734 3.9470 2.7588
H 2.7749 5.4727 2.7911
H 4.0708 5.9034 0.7268
H 3.4232 4.7768 -1.3842
H 1.5358 3.2203 -1.4210
H -2.1428 0.1620 4.2797
H -3.9666 -1.1910 5.1822
H -4.1782 -3.5757 4.5633
H -2.5324 -4.5970 3.0240
H -0.7054 -3.2461 2.0945
H 1.0011 -2.9101 3.6897
H 3.1891 -3.7562 4.4011
H 5.2226 -2.3822 4.0802
H 5.0382 -0.1318 3.0674
H 2.8580 0.7252 2.3476
*
```

Molecular formula: C47H34BCl6N8O4Y
Method: DFT, ωB97M-V/def2-TZVPD

Energy relative to the best compared isomer or geometry (same formula, charge and spin) (kJ/mol): 105.72
Molecular weight (g/mol): 1087.28
E_tot (eV): -146264.7498
LUMO (eV): 0.11

```
! RIJCOSX wB97M-V def2-TZVPD def2/J DEFGRID3
* xyz 0 1
Y 0.1280 0.5398 0.0772
C 4.7301 2.2936 2.8205
C 3.3660 2.5038 2.2499
C 2.7150 3.6997 2.0135
C 1.4838 3.3525 1.4557
N 1.3871 2.0266 1.3720
N 2.5384 1.5064 1.8765
B 2.7734 -0.0268 2.0074
N 1.5604 -0.7364 2.6661
N 0.3292 -0.8620 2.0858
C -0.4447 -1.4987 2.9631
C 0.2884 -1.8101 4.1097
C 1.5552 -1.3147 3.8835
C 2.7423 -1.3623 4.7885
C -1.8998 -1.6577 2.7616
C -2.7355 -1.8405 3.8639
C -4.1129 -1.8450 3.7165
C -4.6854 -1.6582 2.4617
C -3.8655 -1.5063 1.3552
C -2.4878 -1.5257 1.5131
N 3.0845 -0.6897 0.6414
N 2.1157 -1.0053 -0.2772
C 2.7507 -1.6205 -1.2778
C 4.1243 -1.6647 -1.0384
C 4.2971 -1.0863 0.2016
C 5.5691 -0.9408 0.9733
C 2.1170 -2.3549 -2.3969
C 2.5168 -2.1137 -3.7106
C 2.0350 -2.9001 -4.7462
C 1.1592 -3.9471 -4.4787
C 0.7754 -4.2069 -3.1700
C 1.2620 -3.4174 -2.1360
C 0.3691 4.2526 1.0916
C 0.0201 5.2752 1.9719
C -1.0538 6.1073 1.6959
C -1.7925 5.9302 0.5316
C -1.4390 4.9278 -0.3590
C -0.3602 4.1002 -0.0831
H 5.1053 3.2425 3.2004
H 4.7281 1.5712 3.6362
H 5.4270 1.9381 2.0615
H 3.0929 4.6923 2.1988
H 3.7187 -0.1754 2.7169
H -0.0434 -2.3265 4.9944
H 2.4686 -1.8822 5.7047
H 3.5796 -1.8904 4.3318
H 3.0849 -0.3614 5.0521
H -2.3099 -1.9306 4.8552
H -4.7428 -1.9672 4.5887
H -5.7619 -1.6335 2.3492
H -4.2897 -1.3694 0.3679
H -1.8727 -1.4299 0.6280
H 4.8757 -2.1235 -1.6600
H 6.3363 -1.5521 0.5012
H 5.9234 0.0905 0.9807
H 5.4592 -1.2620 2.0073
H 3.1864 -1.2856 -3.9190
H 2.3308 -2.6851 -5.7655
H 0.7846 -4.5620 -5.2874
H 0.1087 -5.0325 -2.9512
H 1.0307 -3.6563 -1.1049
H 0.5700 5.3902 2.8991
H -1.3221 6.8869 2.3975
H -2.6357 6.5750 0.3183
H -1.9956 4.7886 -1.2777
H -0.0593 3.3709 -0.8210
O 2.2309 0.9450 -5.7129
C 1.1538 0.1839 -5.8150
O 0.7956 -0.2845 -6.8650
C 0.3974 -0.1060 -4.5529
C -0.6670 -0.9831 -4.4701
Cl -1.4127 -1.9262 -5.6642
N -1.0743 -1.0467 -3.1833
N -0.3002 -0.2683 -2.4039
C 0.5686 0.3155 -3.2174
C 1.5412 1.2895 -2.6156
O 2.5004 1.6749 -3.2738
O 1.2702 1.6462 -1.4168
C -2.2308 -1.7286 -2.6680
C -2.1078 -2.5742 -1.5820
C -3.2183 -3.2766 -1.1343
C -4.4427 -3.1177 -1.7657
C -4.5617 -2.2320 -2.8296
C -3.4571 -1.5288 -3.2814
H 2.3787 1.2438 -4.7704
H -1.1494 -2.7011 -1.1093
H -3.1222 -3.9416 -0.2851
H -5.3077 -3.6667 -1.4163
H -5.5203 -2.0786 -3.3077
H -3.5492 -0.8261 -4.0993
Cl -1.2154 1.6693 3.1249
C -2.4310 1.6849 1.8621
C -2.0459 1.4342 0.5413
C -3.0715 1.6274 -0.3800
Cl -2.6916 1.5830 -2.0964
C -4.3947 1.9099 -0.0478
Cl -5.6104 2.0779 -1.2625
C -4.7301 2.0648 1.2926
Cl -6.3591 2.3844 1.7501
C -3.7320 1.9836 2.2578
Cl -4.1280 2.2238 3.9195
*
```

Molecular formula: C47H37As2Br2N3OPt
Method: DFT, ωB97M-V/def2-TZVPD

Molecular weight (g/mol): 1164.56
E_tot (eV): -320847.5611
LUMO (spin up / spin down) (eV): -5.87 / -7.97

```
! RIJCOSX wB97M-V def2-TZVPD def2/J DEFGRID3
* xyz 2 5
Pt 0.2338 0.2026 -0.2403
Br -4.0593 -0.8472 2.4093
C -3.4513 0.8545 1.9827
C -4.2715 1.9587 2.2731
C -3.9004 3.2028 1.7877
Br -4.9439 4.6431 2.3688
C -2.7921 3.4206 0.9201
C -2.5269 4.5848 0.2378
C -1.4180 4.6076 -0.5684
C -0.5979 3.4962 -0.7137
N -0.9174 2.3198 -0.1725
C -1.9280 2.3031 0.6785
C -2.3243 1.0109 1.1426
O -1.5648 0.0186 0.8589
H -5.0752 1.8484 3.0080
H -3.1064 5.5226 0.2735
H -1.0112 5.4839 -1.0046
H 0.3038 3.5812 -1.3252
C -0.3545 -3.2092 -0.4290
C -0.6600 -2.7429 -1.8729
As -0.9140 -0.8028 -2.1247
C -0.7352 -0.3378 -3.9510
C -0.4081 0.9749 -4.2238
C -0.4134 1.4385 -5.5320
C -0.6348 0.5335 -6.5691
C -0.9982 -0.7805 -6.2981
C -1.1042 -1.1994 -4.9878
C -2.7543 -0.3122 -1.7112
C -3.0253 0.9812 -2.0632
C -4.2428 1.5742 -1.6894
C -5.1845 0.7969 -1.0696
C -4.9841 -0.5606 -0.7710
C -3.7732 -1.0950 -1.1016
As 0.9512 -2.0812 0.4798
C 2.6936 -2.7854 0.0679
C 3.5636 -2.0938 -0.7429
C 4.8293 -2.6906 -0.9540
C 5.1895 -3.8630 -0.2950
C 4.2974 -4.5682 0.5234
C 3.0081 -3.9991 0.6762
C 0.7912 -2.4152 2.3452
C -0.4101 -2.6908 2.9507
C -0.4835 -2.7154 4.3841
C 0.6768 -2.7215 5.1514
C 1.9158 -2.5388 4.5164
C 1.9896 -2.3910 3.1318
H 0.0625 -4.2169 -0.4456
H -1.2327 -3.2152 0.1498
H -1.5727 -3.2150 -2.2928
H 0.1376 -3.0882 -2.5433
H -0.2336 1.6491 -3.4109
H -0.1040 2.4694 -5.7580
H -0.6126 0.9109 -7.5746
H -1.0867 -1.5800 -6.9213
H -1.3343 -2.2612 -4.8400
H -2.3404 1.6207 -2.6582
H -4.4822 2.6058 -1.8630
H -6.1232 1.2436 -0.7975
H -5.7000 -1.2452 -0.3991
H -3.5129 -2.1003 -0.7809
H 3.3303 -1.2104 -1.1946
H 5.5641 -2.1017 -1.6170
H 6.1678 -4.3609 -0.3742
H 4.6043 -5.5197 0.8605
H 2.3107 -4.5572 1.2940
H -1.3405 -2.6260 2.3380
H -1.4359 -2.8165 4.8774
H 0.5323 -2.7290 6.1971
H 2.8371 -2.3959 5.0243
H 2.8851 -2.1863 2.6029
C 0.7005 1.5713 5.3800
C 1.6833 2.4362 4.7601
C 1.8208 2.3743 3.4006
C 1.0649 1.3801 2.6121
C 0.0594 0.6563 3.2901
C -0.1128 0.7237 4.6147
N 1.2962 1.2531 1.3257
N 2.5226 1.9409 0.8586
C 2.7048 1.6521 -0.3810
C 3.9622 2.2298 -0.9497
C 4.2768 2.0814 -2.2585
C 3.4202 1.3011 -3.0224
C 2.3267 0.6896 -2.5483
C 1.9023 0.8344 -1.2209
H 0.6517 1.5410 6.4977
H 2.2845 3.0599 5.3766
H 2.6922 2.9273 3.0550
H -0.5317 -0.1760 2.8321
H -0.8183 0.1714 5.1181
H 4.6373 2.7127 -0.2555
H 5.1259 2.5077 -2.7216
H 3.6675 1.2089 -4.1047
H 1.8684 -0.0679 -3.2885
*
```

Molecular formula: C47H37N3O5Re
Method: DFT, ωB97M-V/def2-TZVPD

Molecular weight (g/mol): 910.04
E_tot (eV): -66177.9291
LUMO (spin up / spin down) (eV): -0.71 / -0.44

```
! RIJCOSX wB97M-V def2-TZVPD def2/J DEFGRID3
* xyz 0 2
Re -0.3362 -0.2081 0.1256
O 0.4256 -0.2717 1.9481
C 1.4328 0.4047 2.6381
C 2.5008 0.9511 1.6782
C 2.0577 2.0372 0.7465
C 2.8936 3.1399 0.6165
C 2.6166 4.0962 -0.3383
C 1.4938 3.9351 -1.1234
C 0.6458 2.8525 -0.9079
C -0.6636 2.8820 -1.6611
C -1.2956 1.5776 -2.1492
O -1.4627 0.7443 -1.0219
C -2.7060 1.9200 -2.6588
C -3.0313 1.9585 -4.0089
C -4.3371 2.2095 -4.4097
C -5.3292 2.4288 -3.4676
C -5.0059 2.4154 -2.1182
C -3.7038 2.1635 -1.7192
C -0.5055 0.8225 -3.2159
C -0.9843 -0.4382 -3.5774
C -0.2893 -1.2236 -4.4789
C 0.8880 -0.7493 -5.0453
C 1.3619 0.5036 -4.6986
C 0.6701 1.2850 -3.7812
N 0.9344 1.9219 0.0171
C 2.0261 -0.6513 3.5779
C 1.2017 -1.1236 4.5980
C 1.5946 -2.1864 5.3918
C 2.8235 -2.7981 5.1773
C 3.6537 -2.3260 4.1749
C 3.2563 -1.2596 3.3757
C 0.9022 1.6056 3.4303
C -0.2806 2.2334 3.0624
C -0.6977 3.3868 3.7126
C 0.0630 3.9206 4.7407
C 1.2364 3.2871 5.1255
C 1.6545 2.1370 4.4739
H 3.3343 1.3261 2.2703
H 2.8689 0.1251 1.0687
H 3.7558 3.2312 1.2616
H 3.2642 4.9536 -0.4678
H 1.2436 4.6662 -1.8796
H -1.3961 3.3160 -0.9728
H -0.5742 3.5691 -2.5022
H -2.2702 1.7738 -4.7555
H -4.5833 2.2133 -5.4639
H -6.3510 2.6026 -3.7793
H -5.7736 2.5860 -1.3742
H -3.4637 2.1206 -0.6641
H -1.9041 -0.8013 -3.1338
H -0.6616 -2.2084 -4.7313
H 1.4296 -1.3582 -5.7580
H 2.2852 0.8679 -5.1319
H 1.0657 2.2543 -3.5007
H 0.2383 -0.6548 4.7577
H 0.9370 -2.5476 6.1724
H 3.1296 -3.6388 5.7866
H 4.6154 -2.7921 3.9981
H 3.9231 -0.9173 2.5939
H -0.8789 1.8072 2.2677
H -1.6221 3.8658 3.4146
H -0.2581 4.8217 5.2473
H 1.8289 3.6855 5.9395
H 2.5687 1.6437 4.7836
O -4.6762 -1.4822 -0.2198
C -4.4589 -2.8069 -0.3215
C -5.5301 -3.6022 -0.7325
C -5.3805 -4.9649 -0.8739
C -4.1564 -5.5731 -0.6023
C -3.0885 -4.7966 -0.2093
C -3.2150 -3.4107 -0.0594
C -2.0204 -2.5929 0.2235
O -2.1627 -1.2996 0.3782
N -0.8588 -3.1705 0.2282
N 0.1666 -2.2681 0.2106
C 1.3569 -2.7634 0.1960
C 2.5446 -2.0901 -0.2215
C 3.7915 -2.6926 0.0122
C 4.9548 -2.1659 -0.4933
C 4.8854 -1.0181 -1.2922
C 3.6787 -0.4194 -1.5617
C 2.4695 -0.9113 -1.0158
O 1.3679 -0.2749 -1.2777
H -3.8276 -1.0505 -0.0140
H -6.4736 -3.1148 -0.9407
H -6.2170 -5.5610 -1.2159
H -4.0417 -6.6432 -0.7104
H -2.1214 -5.2377 -0.0186
H 1.4292 -3.8249 0.4181
H 3.8168 -3.5924 0.6175
H 5.9074 -2.6370 -0.2930
H 5.7945 -0.5919 -1.6989
H 3.6097 0.4618 -2.1885
*
```

Molecular formula: C47H37N8O2SV
Method: DFT, ωB97M-V/def2-TZVPD

Energy relative to the best compared isomer or geometry (same formula, charge and spin) (kJ/mol): 76.80
Molecular weight (g/mol): 828.88
E_tot (eV): -101878.0711
LUMO (spin up / spin down) (eV): -2.72 / -2.90

```
! RIJCOSX wB97M-V def2-TZVPD def2/J DEFGRID3
* xyz 1 4
V 0.3775 -0.4415 -0.4083
C -0.2289 -4.1207 -0.6505
C 0.6682 -3.6374 0.4468
C 0.9775 -4.4753 1.5116
C 1.9118 -4.0696 2.4435
C 2.5678 -2.8657 2.2587
C 2.2054 -2.0749 1.1829
N 1.2276 -2.4278 0.3322
C 2.9420 -0.8179 0.8309
C 4.1986 -0.5938 1.3676
C 4.9143 0.5191 0.9805
C 4.3722 1.3393 0.0161
C 3.1231 1.0518 -0.5176
N 2.3900 0.0045 -0.0921
C 2.6833 1.9201 -1.6538
C 2.8419 3.2950 -1.5611
C 2.5179 4.0690 -2.6609
C 2.0940 3.4417 -3.8160
C 2.0078 2.0526 -3.8404
C 1.6317 1.3278 -5.1007
N 2.2842 1.3083 -2.7670
H 0.3660 -4.7111 -1.3522
H -1.0169 -4.7628 -0.2606
H -0.6768 -3.3024 -1.2052
H 0.4814 -5.4318 1.5968
H 2.1447 -4.6903 3.2976
H 3.3016 -2.5282 2.9726
H 4.6116 -1.2876 2.0823
H 5.8923 0.7214 1.3947
H 4.9275 2.1833 -0.3692
H 3.1859 3.7492 -0.6436
H 2.6084 5.1462 -2.6176
H 1.8593 4.0117 -4.7055
H 2.2381 1.6708 -5.9400
H 1.7890 0.2601 -4.9737
H 0.5880 1.5053 -5.3639
C 1.8227 -2.8486 -3.6792
C 0.7299 -2.7748 -4.5303
C -0.2662 -1.8541 -4.2590
C -0.1479 -1.0500 -3.1317
N 0.8427 -1.2120 -2.2510
C 1.8293 -2.0619 -2.5448
C -1.0514 0.1099 -2.8617
C -2.0154 0.4726 -3.7918
C -2.8239 1.5603 -3.5373
C -2.6014 2.2835 -2.3865
C -1.5805 1.9110 -1.5201
N -0.8309 0.8151 -1.7299
C -1.2700 2.7937 -0.3583
C -2.2084 3.7120 0.1086
C -1.8220 4.6226 1.0732
C -0.5169 4.5925 1.5324
C 0.3331 3.6218 1.0297
N -0.0313 2.7294 0.1104
H 2.6485 -3.5175 -3.8721
H 0.6637 -3.4099 -5.4028
H -1.1084 -1.7560 -4.9265
H 2.6382 -2.1107 -1.8283
H -2.1344 -0.0909 -4.7041
H -3.5977 1.8513 -4.2337
H -3.1889 3.1672 -2.1860
H -3.2251 3.7232 -0.2590
H -2.5303 5.3451 1.4555
H -0.1636 5.2895 2.2781
H 1.3457 3.5418 1.3908
O 1.1120 -0.6707 3.8024
S 0.5369 0.3009 2.8972
O 1.4752 1.2283 2.3124
N -0.3122 -0.3475 1.6962
C -1.2415 -1.3320 2.0835
C -1.4622 -1.8014 3.3613
C -2.4194 -2.7963 3.6397
C -3.1939 -3.3321 2.6570
C -3.0319 -2.8560 1.3363
C -3.8568 -3.3177 0.2887
C -3.7102 -2.8008 -0.9613
C -2.6982 -1.8490 -1.1670
N -1.8801 -1.4094 -0.2395
C -2.0556 -1.8774 1.0392
C -0.6364 1.2340 3.8465
C -1.7127 1.8430 3.2199
C -2.5875 2.6146 3.9690
C -2.3797 2.7781 5.3314
C -1.3010 2.1629 5.9508
C -0.4250 1.3822 5.2110
H -0.8818 -1.4321 4.1895
H -2.5302 -3.1280 4.6634
H -3.9339 -4.0929 2.8636
H -4.6090 -4.0672 0.5025
H -4.3356 -3.1066 -1.7877
H -2.5703 -1.4469 -2.1626
H -1.8693 1.6945 2.1596
H -3.4366 3.0844 3.4902
H -3.0651 3.3795 5.9134
H -1.1460 2.2845 7.0141
H 0.4107 0.8828 5.6797
*
```